1.
This record from the Open Molecules 2025 dataset describes 3 unconnected molecules or ions with the total composition C3H6N2O3. The level of theory is ωB97M-V with the def2-TZVPD basis set.

Structure (XYZ):
```
14
Properties=species:S:1:pos:R:3:forces:R:3:mulliken_spin:R:1
C 0.255012 -0.871580 0.164705 -4.7 0.0 -0.2 0.02
C -0.932643 -1.318854 0.680008 1.9 0.2 -0.3 0.00
C 1.333718 0.719987 -1.378786 0.7 -0.8 -1.4 0.03
N 0.241050 0.150320 -0.738269 0.2 1.6 -0.6 0.00
N 3.623309 -1.151100 -0.241691 2.5 -0.7 1.3 0.97
O 3.663179 -1.885527 0.830393 -1.5 0.1 -0.3 0.49
O 4.740471 -0.707467 -0.729554 -1.0 0.5 -0.9 0.51
O 1.244719 1.561436 -2.265664 -0.5 -0.3 1.0 0.01
H -14.131775 7.509463 4.146745 0.0 0.0 0.0 0.00
H 1.080004 -1.442531 0.088263 3.1 -1.9 0.8 -0.02
H -1.891918 -0.790246 0.583762 0.6 -0.3 0.1 0.00
H -0.858834 -2.301905 1.123732 -0.5 0.1 0.4 0.00
H 2.334556 0.204588 -1.203467 -1.2 0.6 0.6 -0.01
H -0.700843 0.323419 -1.060173 0.3 0.9 -0.3 0.00
```
Positions in Å, forces in eV/Å.

Values from the calculation:
HOMO level (spin up / spin down) ... 1.3695 / 1.3695 eV
Frontier orbital gap (spin up / spin down) ... 3.05 / 3.05 eV
2S+1 ... 3
Net charge ... -2
<S²> ... 2.013

***

2.
This record from the Open Molecules 2025 dataset describes a molecular structure, C49H52CsN7O5P2Te. The level of theory is ωB97M-V with the def2-TZVPD basis set.

Structure (XYZ):
```
117
Properties=species:S:1:pos:R:3:forces:R:3:lowdin_charge:R:1
Cs 0.119314 0.340490 0.494241 0.2 0.2 -1.4 1.11
O -0.476783 0.623627 -2.732437 0.0 0.0 0.2 -0.24
C -0.349330 0.073613 -3.939455 0.1 0.1 -0.1 -0.58
C -0.448363 -1.503361 -3.893469 0.0 -0.1 0.0 -0.07
C 0.762887 -2.204758 -3.342258 0.0 0.0 0.0 -0.26
C 1.790078 -2.582336 -4.209524 0.0 0.0 0.0 -0.04
C 2.890674 -3.252763 -3.710051 0.0 0.0 0.0 -0.07
C 2.929022 -3.544615 -2.359626 0.0 0.0 0.0 -0.05
C 1.864786 -3.147329 -1.551002 0.0 -0.1 0.0 -0.27
C 1.867350 -3.518012 -0.097957 -0.1 -0.1 -0.2 -0.05
C 2.631550 -2.568696 0.899897 0.0 0.2 0.2 -0.54
O 1.977851 -1.391377 1.013810 0.4 -0.6 0.2 -0.51
C 4.070527 -2.259700 0.416719 0.0 0.0 0.0 -0.11
C 5.252443 -2.719916 0.985698 0.0 0.0 0.0 -0.04
C 6.496771 -2.307185 0.508563 0.0 0.0 0.0 -0.11
C 6.583962 -1.426862 -0.553951 0.0 0.0 0.0 -0.13
C 5.409241 -0.939986 -1.122601 0.0 0.0 0.0 -0.08
C 4.180418 -1.339828 -0.633543 0.0 0.0 0.0 -0.03
C 2.623322 -3.390012 2.215271 0.0 0.0 0.0 -0.14
C 1.881883 -2.912440 3.286604 0.0 0.0 0.0 -0.02
C 1.767409 -3.635636 4.466912 0.0 0.0 0.0 -0.08
C 2.397940 -4.863790 4.598171 0.0 0.0 0.0 -0.12
C 3.126547 -5.369115 3.527767 0.0 0.0 0.0 -0.11
C 3.225465 -4.643835 2.349046 0.0 0.0 0.0 -0.08
N 0.804662 -2.490468 -2.036310 0.0 0.0 0.0 0.20
C -1.456215 0.632862 -4.874139 -0.1 0.0 0.0 -0.13
C -1.277316 1.882032 -5.473716 0.0 0.0 0.0 -0.04
C -2.257234 2.455987 -6.266993 0.0 0.0 0.0 -0.11
C -3.468823 1.803667 -6.469260 0.0 0.0 0.0 -0.14
C -3.680431 0.579510 -5.853023 0.0 0.0 0.0 -0.12
C -2.685132 0.003474 -5.069136 0.1 0.1 0.0 -0.04
C 1.021580 0.384310 -4.601721 0.0 0.0 0.0 -0.18
C 1.300895 0.155498 -5.945760 0.0 0.0 0.0 -0.07
C 2.568869 0.386130 -6.461551 0.0 0.0 0.0 -0.11
C 3.582216 0.850644 -5.631549 0.0 0.0 0.0 -0.12
C 3.307906 1.093160 -4.291874 0.0 0.0 0.0 -0.09
C 2.035286 0.867622 -3.786183 -0.1 0.0 0.0 -0.01
H -1.298738 -1.734924 -3.251515 0.0 0.0 0.0 0.11
H -0.635655 -1.913658 -4.892808 0.0 0.1 0.0 0.11
H 1.714793 -2.338386 -5.260697 0.0 0.0 0.0 0.10
H 3.702735 -3.546309 -4.365840 0.0 0.0 0.0 0.10
H 3.767539 -4.065737 -1.914649 0.0 0.0 0.0 0.11
H 0.836700 -3.509439 0.261433 0.0 0.0 0.0 0.13
H 2.238975 -4.543895 -0.016767 0.1 0.0 0.0 0.11
H 5.222959 -3.390390 1.833337 0.0 0.0 0.0 0.09
H 7.397891 -2.676358 0.986796 0.0 0.0 0.0 0.09
H 7.550757 -1.106868 -0.926331 0.0 0.0 0.0 0.08
H 5.452079 -0.238851 -1.948218 0.0 0.0 0.0 0.09
H 3.269895 -0.925103 -1.046614 0.0 0.0 0.0 0.11
H 1.377604 -1.965631 3.167588 0.0 0.0 0.0 0.08
H 1.159935 -3.230025 5.267638 0.0 0.0 0.0 0.09
H 2.308049 -5.433427 5.516437 0.0 0.0 0.0 0.08
H 3.612661 -6.336372 3.604079 0.0 0.0 0.0 0.09
H 3.776788 -5.067821 1.516454 0.0 0.0 0.0 0.11
H -0.343765 2.406444 -5.309336 0.0 0.0 0.0 0.12
H -2.080242 3.424233 -6.722367 0.0 0.0 0.0 0.09
H -4.240823 2.251208 -7.084894 0.0 0.0 0.0 0.09
H -4.623230 0.059887 -5.988340 0.0 0.0 0.0 0.09
H -2.874131 -0.953988 -4.604626 0.0 -0.1 0.0 0.10
H 0.513300 -0.206574 -6.600258 0.0 0.0 0.0 0.12
H 2.767971 0.202855 -7.512124 0.0 0.0 0.0 0.09
H 4.576387 1.023690 -6.027965 0.0 0.0 0.0 0.08
H 4.091914 1.459018 -3.637900 0.0 0.0 0.0 0.09
H 1.764799 1.049313 -2.752298 0.0 0.0 0.0 0.11
C -4.655048 1.229112 -2.000236 -0.1 0.0 0.0 -0.03
N -4.040794 2.540388 -1.965353 0.1 0.0 0.0 -0.10
C -3.540143 3.151676 -3.079597 0.0 0.0 -0.1 -0.07
C -2.936615 4.292775 -2.645705 0.0 0.0 0.0 -0.15
N -3.033954 4.393589 -1.285770 -0.1 0.2 0.1 0.06
C -3.680943 3.322465 -0.895947 0.0 -0.3 0.0 -0.48
P -4.256194 2.955406 0.795566 0.1 0.2 0.0 1.15
C -3.844851 1.180809 0.915114 -0.2 -0.1 -0.1 -0.51
N -2.828800 0.548597 0.367816 -0.3 0.1 0.1 -0.02
C -3.097404 -0.783927 0.473624 0.0 0.1 0.0 -0.18
C -4.301282 -0.964347 1.091502 0.1 -0.1 0.1 -0.08
N -4.780694 0.281235 1.368978 0.0 0.0 -0.1 -0.13
C -6.035640 0.540574 2.039121 0.0 0.0 0.1 -0.06
C -2.981671 3.736348 1.848372 0.0 -0.1 -0.2 -0.48
N -2.189939 4.742894 1.557588 0.0 0.0 0.0 0.07
C -1.492838 4.996935 2.706643 0.0 0.0 0.1 -0.16
C -1.878763 4.143129 3.699127 0.0 0.1 0.0 -0.09
N -2.850159 3.354757 3.150646 0.0 0.0 0.1 -0.12
C -3.576769 2.310589 3.835592 0.0 0.0 0.0 -0.05
H -5.153746 1.118087 -2.962238 0.0 0.0 0.0 0.09
H -3.904371 0.448991 -1.885802 0.0 0.0 0.0 0.09
H -5.401936 1.135880 -1.211036 0.0 0.0 0.0 0.08
H -3.625454 2.696667 -4.050764 0.0 0.0 0.0 0.09
H -2.418140 5.032159 -3.233111 0.0 0.0 0.0 0.09
H -2.419973 -1.537728 0.104148 0.0 0.0 0.0 0.10
H -4.824112 -1.852914 1.400291 0.0 0.0 0.0 0.11
H -6.672330 -0.335797 1.927898 0.0 0.0 0.0 0.09
H -5.881662 0.724397 3.103054 0.0 0.0 0.0 0.08
H -6.525585 1.404459 1.594207 0.0 0.0 0.0 0.06
H -0.740777 5.767369 2.748960 0.0 0.0 0.0 0.08
H -1.526512 3.970534 4.700795 0.0 0.0 0.0 0.10
H -3.443767 2.439021 4.906340 0.1 0.0 0.0 0.09
H -4.641308 2.403898 3.607301 0.0 0.0 0.0 0.07
H -3.217598 1.318261 3.555778 0.0 0.0 0.0 0.02
C -0.836572 2.536375 7.605013 0.0 0.0 0.0 -0.08
C -0.599443 1.303861 6.761938 -0.1 -0.1 -0.1 -0.34
O -0.697080 1.683345 5.392535 0.1 0.1 0.0 -0.32
P -0.432042 0.564284 4.232803 -0.2 -0.4 -0.1 0.05
O -0.456821 1.272936 2.927252 -0.3 0.4 1.0 -0.60
Te -1.902450 -1.293229 4.556243 0.2 0.2 0.0 0.30
O 1.053816 0.047523 4.592085 0.1 0.1 0.1 -0.33
C 2.153255 0.962863 4.378261 -0.1 0.0 0.0 -0.27
C 3.321298 0.211824 3.784020 0.0 0.0 0.0 -0.07
H -0.789533 2.285743 8.666721 0.0 0.0 0.0 0.07
H -1.822038 2.956973 7.398427 0.0 0.0 0.0 0.07
H -0.086312 3.300305 7.395483 0.0 0.0 0.0 0.07
H -1.341631 0.525447 6.966050 0.0 0.0 0.0 0.06
H 0.390150 0.877287 6.950459 0.0 0.0 0.0 0.11
H 2.396456 1.404693 5.351030 0.0 0.0 0.0 0.11
H 1.824724 1.762021 3.710704 0.0 0.0 0.0 0.11
H 3.642889 -0.592798 4.448056 0.0 0.0 0.0 0.08
H 4.161586 0.894558 3.633935 0.0 0.0 0.0 0.07
H 3.041122 -0.223795 2.820261 0.0 0.0 0.0 0.06
```
Positions in Å, forces in eV/Å.

Values from the calculation:
HOMO level ... -2.3450 eV
Frontier orbital gap ... 5.89 eV
Net charge ... -2
Energy relative to the best compared isomer or geometry (same formula, charge and spin) ... 52.09 kJ/mol

***

3.
This record from the Open Molecules 2025 dataset describes a molecular structure, C7H23BrN7O4. The level of theory is ωB97M-V with the def2-TZVPD basis set.

Structure (XYZ):
```
42
Properties=species:S:1:pos:R:3:forces:R:3:lowdin_charge:R:1
Br -0.943275 0.256265 -0.278671 -8.0 1.2 -1.2 1.17
C 1.166885 -3.250655 -0.597471 0.8 0.7 -1.2 -0.06
C 0.749615 -2.265135 0.518799 0.1 -0.2 0.6 -0.39
C 1.575105 -0.896585 0.669739 0.5 -2.8 0.3 -0.16
O 2.932805 -1.241275 1.088439 0.5 0.3 0.2 -0.19
C 3.103355 -1.855025 2.362669 -1.5 0.1 0.3 -0.14
N -0.676055 -2.033965 0.335219 0.6 -4.2 0.8 -0.08
H 0.364795 -3.932525 -0.880001 -0.1 -0.2 0.6 0.06
H 2.089935 -3.830345 -0.602991 0.2 0.1 0.9 0.06
H 1.276705 -2.685505 -1.523031 0.0 0.4 -0.2 0.07
H 0.818255 -2.774545 1.479989 0.5 0.0 0.2 0.10
H 1.125835 -0.191335 1.368939 -0.1 -0.4 0.5 0.11
H 1.636765 -0.307865 -0.245521 0.8 -1.9 1.0 0.05
H 4.045275 -1.729675 2.896669 0.6 0.3 -1.1 0.07
H 2.875935 -2.921015 2.355989 0.1 -0.2 -0.3 0.07
H 2.419445 -1.448625 3.107809 -0.6 0.3 -0.1 0.08
H -0.753995 -1.165995 -0.175331 0.3 -5.1 0.5 -0.30
H -0.936335 -2.685645 -0.391191 -0.6 -0.5 0.1 0.05
C -2.456275 1.533645 2.000149 1.6 -0.9 -1.7 -0.76
O -3.184125 0.823405 1.337369 -1.2 -0.3 0.0 -0.01
N -1.160435 1.732575 1.703559 0.4 2.0 3.2 0.03
N -2.822595 2.180395 3.072919 -2.1 1.8 3.6 0.14
H -0.464935 2.222845 2.247649 -0.6 0.1 0.3 0.12
H -0.877445 1.334015 0.819719 -0.1 -0.2 3.5 -0.23
H -3.782365 2.039955 3.354349 0.2 0.3 0.0 0.11
H -2.346365 3.024755 3.356369 -0.2 -0.3 0.0 0.10
C 1.028415 2.567575 -0.889231 2.1 0.6 -1.6 -0.74
O 1.715605 3.497585 -1.268981 2.0 0.6 -0.7 0.00
N 1.271455 1.245775 -0.932051 4.7 1.5 -1.5 0.02
N -0.140105 2.808255 -0.417481 -4.2 2.1 1.8 0.11
H 0.512345 0.620065 -0.703271 2.1 0.8 -0.2 -0.20
H 2.169195 0.839165 -1.153031 0.1 1.2 -0.4 0.12
H -0.617875 2.070065 0.079419 0.7 3.1 -2.1 -0.07
H -0.522465 3.734975 -0.294641 0.7 -0.1 -0.3 0.13
C -1.449105 0.197685 -3.519411 -1.9 1.4 2.8 -0.80
O -1.576705 0.086665 -4.683231 -0.9 -1.0 -4.8 0.04
N -2.485735 0.458585 -2.645191 -1.3 -0.4 -1.3 0.09
N -0.335295 0.214865 -2.877231 5.3 -0.6 -0.1 0.10
H -2.266865 0.958405 -1.795261 -0.8 -0.1 -0.4 0.00
H -3.381005 0.448555 -3.112611 0.1 0.5 0.5 0.09
H 0.568195 0.054045 -3.299071 -0.5 0.2 -0.7 0.12
H -0.266565 0.265585 -1.870851 -0.5 -0.1 -1.9 -0.11
```
Positions in Å, forces in eV/Å.

Values from the calculation:
HOMO level ... -4.6849 eV
Frontier orbital gap ... 7.62 eV
Net charge ... -1
Energy relative to the best compared isomer or geometry (same formula, charge and spin) ... 1362.41 kJ/mol

***

4.
This record from the Open Molecules 2025 dataset describes a gas-phase ion, C6H11Br2N2S (charge +1). The level of theory is ωB97M-V with the def2-TZVPD basis set.

Structure (XYZ):
```
22
Properties=species:S:1:pos:R:3:forces:R:3:lowdin_charge:R:1
C 2.705489 -0.016262 0.860314 -0.4 0.2 -0.2 -0.16
C 2.291514 1.044993 -0.225593 0.7 -1.3 0.3 -0.72
Br 1.701740 2.693241 0.732351 0.1 -0.7 -0.7 0.70
C 1.185891 0.495893 -1.201015 -0.7 1.6 0.1 -0.71
Br 1.792765 -1.082375 -2.249042 -0.3 0.8 0.6 0.75
C -0.184505 0.248539 -0.497170 -1.1 -1.9 -0.4 -0.55
C -0.474743 -1.179674 0.133404 1.2 1.5 2.3 -0.18
N -1.891557 -1.031432 0.593711 -1.4 0.3 -1.2 0.05
C -2.663467 -0.319668 -0.216704 0.8 0.5 -1.4 -0.51
N -4.021109 0.050540 -0.085849 2.5 -0.4 1.4 0.13
S -1.664837 0.211568 -1.660607 -1.1 0.4 1.4 1.03
H 1.924204 -0.035609 1.664358 0.9 0.1 -0.5 0.07
H 2.751254 -1.046755 0.432949 0.1 0.8 0.1 0.06
H 3.708453 0.230601 1.275477 -0.9 -0.1 -0.1 0.09
H 3.191118 1.360568 -0.812131 -1.0 -0.3 0.4 0.10
H 1.008569 1.308838 -1.956911 0.2 -0.9 0.6 0.10
H -0.532100 1.023182 0.234422 1.2 -0.5 -0.5 0.09
H 0.090835 -1.181223 1.099350 -0.2 -0.5 -0.8 0.13
H -0.232050 -2.078550 -0.476110 -0.6 0.8 0.2 0.12
H -2.287604 -1.389007 1.464901 0.6 -0.1 -0.2 0.18
H -4.399020 -0.367918 0.772902 -0.2 -0.1 -0.5 0.12
H -4.000843 1.060508 0.116995 -0.4 -0.2 -0.8 0.13
```
Positions in Å, forces in eV/Å.

Values from the calculation:
HOMO level ... -13.4508 eV
Frontier orbital gap ... 9.25 eV
Net charge ... +1